(1)
{"formula": "CH2N4S2", "method": "ωB97M-V with the def2-TZVPD basis set", "smiles": "S=c1nn[nH]n1S", "largest_force_ev_per_a": 7.8, "spin_multiplicity": 1, "gap_ev": 8.77, "homo_ev": -8.8053, "total_energy_ev": -28696.68571, "symbols": ["S", "C", "N", "N", "N", "N", "S", "H", "H"], "positions_angstrom": [[-2.0248, -1.7160, -0.0626], [-0.9938, -0.4237, -0.0961], [-1.5103, 0.9528, -0.2066], [-0.6813, 1.7639, -0.0692], [0.5029, 1.1712, 0.1196], [0.3165, -0.2242, -0.1097], [1.5911, -1.3647, -0.1856], [1.2202, 1.7514, -0.4159], [1.5795, -1.9106, 1.0262]]}


(2)
{"formula": "C5H8O", "method": "ωB97M-V with the def2-TZVPD basis set", "smiles": "CC(=O)C1CC1", "largest_force_ev_per_a": 0.4, "spin_multiplicity": 1, "gap_ev": 10.74, "homo_ev": -9.6577, "total_energy_ev": -7361.41416, "symbols": ["C", "C", "O", "C", "C", "C", "H", "H", "H", "H", "H", "H", "H", "H"], "positions_angstrom": [[0.4077, 1.9155, -0.8670], [0.0328, 0.9519, 0.2361], [0.1569, 1.2450, 1.4086], [-0.4092, -0.4130, -0.1881], [0.4825, -1.5613, 0.2449], [-0.8503, -1.3690, 0.8828], [1.3595, 1.5857, -1.3007], [-0.3319, 1.9222, -1.6731], [0.5350, 2.9197, -0.4595], [-0.8507, -0.4906, -1.1780], [1.3657, -1.3050, 0.8228], [0.6143, -2.3750, -0.4621], [-1.6478, -2.0655, 0.6448], [-0.8645, -0.9604, 1.8884]]}


(3)
{"formula": "C3H12O4", "method": "ωB97M-V with the def2-TZVPD basis set", "charge": -1, "largest_force_ev_per_a": 3.7, "spin_multiplicity": 2, "gap_ev": [3.62, 7.14], "homo_ev": [-0.0018, -3.5500], "total_energy_ev": -11494.41143, "symbols": ["O", "C", "C", "C", "H", "H", "H", "H", "H", "H", "H", "H", "O", "H", "H", "O", "H", "H", "O"], "positions_angstrom": [[-0.7584, 0.5173, -1.0053], [0.3793, 0.8638, -1.4079], [1.0286, 1.9949, -0.5424], [1.9691, 1.2278, 0.5576], [1.0552, 0.1703, -1.9603], [0.2162, 2.5811, -0.0917], [1.6453, 2.7076, -1.1486], [1.3451, 0.9991, 1.3883], [2.7197, 1.9920, 0.9181], [2.4713, 0.3567, 0.1978], [-2.0530, -1.9675, 0.9897], [-0.6840, -2.3984, 0.3937], [-1.3789, -2.6344, 1.0139], [-0.0622, -1.5544, 3.2739], [0.0999, -3.0254, 2.7824], [0.5704, -2.2461, 3.1630], [-3.3347, -0.3638, -3.2657], [-2.1984, 0.3378, -2.3879], [-3.0305, 0.4418, -2.8689]]}


(4)
{"formula": "C4H8N2O", "method": "ωB97M-V with the def2-TZVPD basis set", "largest_force_ev_per_a": 0.6, "spin_multiplicity": 1, "gap_ev": [7.51, 7.51], "homo_ev": [-6.8853, -6.8861], "total_energy_ev": -9301.46343, "symbols": ["C", "C", "C", "N", "C", "O", "N", "H", "H", "H", "H", "H", "H", "H", "H"], "positions_angstrom": [[0.1604, 1.4954, -0.7319], [-0.2345, 0.0485, -0.5328], [-0.8433, -0.6973, -1.4568], [2.2010, -0.1709, 0.4589], [-0.0130, -0.5105, 0.8142], [1.1076, -0.4366, 1.3941], [-1.0204, -1.1501, 1.4534], [0.8486, 1.5973, -1.5722], [-0.7349, 2.0966, -0.9307], [0.6734, 1.8869, 0.1471], [-1.0936, -1.7388, -1.2727], [-1.0420, -0.3049, -2.4511], [2.8328, 0.3050, 1.1138], [-1.9674, -0.9680, 1.1610], [-0.8749, -1.4527, 2.4056]]}


(5)
{"formula": "C4H12", "method": "ωB97M-V with the def2-TZVPD basis set", "smiles": "CC.CC", "largest_force_ev_per_a": 4.4, "spin_multiplicity": 1, "gap_ev": 12.49, "homo_ev": -11.3217, "total_energy_ev": -4341.42474, "symbols": ["C", "C", "H", "H", "H", "H", "H", "H", "C", "C", "H", "H", "H", "H", "H", "H"], "positions_angstrom": [[-1.9267, -2.3204, 0.2695], [-0.5877, -1.5494, -0.0965], [-2.7044, -2.0860, -0.4616], [-1.6550, -3.3105, 0.3130], [-2.2640, -1.8847, 1.2835], [-0.0115, -1.3837, 0.8067], [-0.7716, -0.6586, -0.6198], [0.1446, -2.2736, -0.5448], [1.8165, 2.0614, -0.5078], [0.6080, 1.7446, 0.3377], [2.6299, 1.3756, -0.3016], [1.5175, 2.0745, -1.6173], [2.1801, 3.0465, -0.2812], [0.4080, 2.7507, 0.8927], [0.8980, 0.8514, 0.8730], [-0.2816, 1.5622, -0.3456]]}


(6)
{"formula": "C34H38N7O2Pd", "method": "ωB97M-V with the def2-TZVPD basis set", "charge": 3, "largest_force_ev_per_a": 3.1, "spin_multiplicity": 5, "gap_ev": [7.64, 3.62], "homo_ev": [-14.8660, -15.8592], "total_energy_ev": -53854.02604, "symbols": ["Pd", "C", "C", "C", "C", "N", "C", "C", "C", "C", "C", "C", "N", "H", "H", "H", "H", "H", "H", "H", "H", "C", "N", "C", "C", "C", "N", "C", "O", "N", "H", "H", "H", "H", "H", "H", "H", "C", "C", "C", "C", "C", "C", "C", "C", "C", "C", "C", "C", "C", "C", "H", "H", "H", "H", "H", "H", "H", "H", "H", "H", "H", "C", "N", "C", "C", "O", "N", "C", "C", "H", "H", "H", "H", "H", "H", "H", "H", "H", "H", "H", "H"], "positions_angstrom": [[0.0702, 0.5352, 0.4634], [0.6429, 0.6075, 4.9807], [1.6405, 1.5507, 5.1831], [2.1829, 2.2107, 4.0909], [1.7135, 1.9147, 2.8098], [0.7352, 1.0115, 2.6443], [0.2183, 0.3722, 3.6805], [2.2426, 2.5191, 1.5754], [3.3422, 3.3780, 1.5441], [3.7830, 3.8804, 0.3309], [3.1172, 3.5203, -0.8340], [2.0338, 2.6639, -0.7275], [1.6130, 2.1833, 0.4354], [0.2017, 0.0663, 5.8019], [1.9958, 1.7658, 6.1792], [2.9566, 2.9447, 4.2422], [-0.5581, -0.3520, 3.4608], [3.8546, 3.6464, 2.4533], [4.6352, 4.5409, 0.2909], [3.4285, 3.8872, -1.7984], [1.4768, 2.3489, -1.6024], [-4.5178, 0.2135, 2.3639], [-3.7756, 1.3192, 1.7951], [-4.3596, 2.5210, 1.5930], [-3.6741, 3.5558, 1.0461], [-2.3140, 3.3364, 0.6888], [-1.7688, 2.1299, 0.8612], [-2.4735, 1.1199, 1.3997], [-1.9390, 0.0012, 1.5348], [-1.5533, 4.2960, 0.1713], [-5.3501, 0.5957, 2.9497], [-3.8629, -0.3829, 2.9960], [-4.9007, -0.4309, 1.5699], [-5.3939, 2.6102, 1.8913], [-4.1429, 4.5098, 0.8865], [-1.8996, 5.2323, 0.0408], [-0.5914, 4.0895, -0.0516], [4.9539, -4.8105, 1.2469], [4.8660, -3.9782, 2.3650], [4.0412, -2.8787, 2.3439], [3.2359, -2.6142, 1.2136], [3.3965, -3.4190, 0.0653], [4.2237, -4.5163, 0.0956], [2.2487, -1.5745, 1.3218], [1.2253, -1.3518, 0.4578], [0.7208, -2.2061, -0.5647], [0.7789, -1.8553, -1.9362], [0.2980, -2.7211, -2.8927], [-0.2883, -3.9313, -2.5241], [-0.3769, -4.2785, -1.1790], [0.1229, -3.4407, -0.2094], [5.6149, -5.6635, 1.2613], [5.4385, -4.2061, 3.2495], [3.9656, -2.2426, 3.2121], [2.8849, -3.1542, -0.8473], [4.3267, -5.1387, -0.7796], [2.3640, -0.9356, 2.1918], [1.2620, -0.9278, -2.2187], [0.4025, -2.4679, -3.9379], [-0.6694, -4.5991, -3.2793], [-0.8249, -5.2186, -0.8965], [0.0451, -3.6971, 0.8357], [-3.9593, -0.3805, -3.0651], [-2.6856, -0.4784, -2.3859], [-2.7028, -1.3088, -1.2047], [-1.6061, 0.3208, -2.6400], [-0.8220, 0.6726, -1.7347], [-1.3815, 0.7400, -3.9120], [-1.8948, 0.1294, -5.1159], [-0.4130, 1.7850, -4.1429], [-4.7508, -0.3025, -2.3160], [-4.1698, -1.2710, -3.6625], [-4.0072, 0.5018, -3.6949], [-3.4824, -0.9870, -0.5087], [-1.7384, -1.2667, -0.6900], [-2.9105, -2.3418, -1.4921], [-2.2380, -0.8843, -4.9364], [-1.0949, 0.0987, -5.8578], [-2.7065, 0.7160, -5.5535], [-0.1417, 2.2472, -3.1973], [-0.8463, 2.5367, -4.8038], [0.4859, 1.3878, -4.6214]]}


(7)
{"formula": "C46H56BrIN6O4PReS2", "method": "ωB97M-V with the def2-TZVPD basis set", "charge": 3, "largest_force_ev_per_a": 2.0, "spin_multiplicity": 2, "gap_ev": [5.44, 5.83], "homo_ev": [-14.6604, -14.6605], "total_energy_ev": -176949.98147, "symbols": ["Re", "O", "C", "N", "C", "C", "C", "C", "C", "C", "N", "C", "C", "C", "C", "C", "N", "H", "H", "H", "H", "H", "H", "H", "H", "H", "H", "O", "S", "C", "C", "C", "C", "S", "O", "C", "C", "C", "C", "C", "C", "C", "C", "C", "C", "C", "C", "H", "H", "H", "H", "H", "H", "H", "H", "H", "H", "H", "H", "H", "H", "H", "H", "H", "H", "Br", "C", "C", "C", "C", "C", "C", "I", "H", "H", "H", "H", "O", "P", "N", "C", "C", "C", "C", "N", "C", "C", "C", "C", "N", "C", "C", "C", "C", "H", "H", "H", "H", "H", "H", "H", "H", "H", "H", "H", "H", "H", "H", "H", "H", "H", "H", "H", "H", "H", "H", "H", "H"], "positions_angstrom": [[-0.5183, -0.0673, 0.2918], [-1.0299, 3.5458, 1.8519], [-0.8627, 2.5927, 1.1538], [-0.5715, 1.2928, 1.6002], [-0.6003, 0.9720, 3.0198], [-1.1346, -0.4192, 3.1499], [-1.6849, -0.9086, 4.3168], [-2.1739, -2.2040, 4.3414], [-2.0925, -2.9798, 3.1908], [-1.5386, -2.4307, 2.0597], [-1.0571, -1.1692, 2.0309], [-1.0359, 2.6105, -0.3537], [-2.2448, 3.3051, -0.7994], [-2.6718, 2.7482, -2.8646], [-1.3494, 2.1585, -3.2818], [-0.4257, 1.6542, -2.4597], [-0.4053, 1.6912, -1.0126], [-1.1866, 1.7028, 3.5761], [0.4137, 0.9968, 3.4160], [-1.7417, -0.2717, 5.1894], [-2.6272, -2.5992, 5.2414], [-2.4633, -3.9950, 3.1680], [-1.4556, -2.9992, 1.1450], [-2.7232, 3.7509, 0.0673], [-3.4152, 2.7302, -3.6566], [-1.1442, 2.0838, -4.3441], [0.4502, 1.1658, -2.8668], [-0.7666, -1.5190, -1.1742], [-0.7392, -2.7548, -2.1149], [-2.4499, -3.4178, -2.1273], [-3.4285, -2.5794, -1.3321], [-3.9349, -1.3626, -2.0903], [-4.9980, -0.6219, -1.3017], [-4.3526, 0.4377, 0.0378], [-2.8607, 0.0459, 0.2851], [-4.3231, 1.9710, -0.9089], [-5.2327, 2.9419, -0.8617], [-5.0072, 4.2624, -1.4889], [-3.8687, 4.7712, -1.9862], [-2.5150, 4.1000, -2.1090], [-3.0022, 2.1100, -1.5153], [-0.0025, -4.1147, -1.2305], [0.5792, -3.9417, 0.0095], [1.0913, -5.0572, 0.6659], [1.0395, -6.3068, 0.0689], [0.4854, -6.4553, -1.1989], [-0.0420, -5.3591, -1.8568], [-2.3765, -4.4244, -1.7265], [-2.7294, -3.4742, -3.1810], [-2.9843, -2.2761, -0.3865], [-4.2788, -3.2235, -1.0947], [-4.3947, -1.6954, -3.0239], [-3.1144, -0.6924, -2.3629], [-5.6893, -1.3198, -0.8260], [-5.5779, 0.0583, -1.9231], [-6.1742, 2.8004, -0.3404], [-5.8706, 4.9156, -1.4891], [-3.9087, 5.7898, -2.3542], [-1.7386, 4.7740, -2.4547], [-2.4928, 1.1673, -1.4242], [0.6395, -2.9625, 0.4628], [1.5343, -4.9454, 1.6478], [1.4347, -7.1706, 0.5874], [0.4581, -7.4273, -1.6731], [-0.4712, -5.4784, -2.8465], [3.7449, -1.4332, -6.6602], [4.7562, -0.6063, -5.3106], [6.0451, -0.1908, -5.6188], [6.8303, 0.4227, -4.6566], [6.3315, 0.6348, -3.3801], [5.0429, 0.2313, -3.0647], [4.2640, -0.3945, -4.0290], [2.3455, -1.0188, -3.4814], [6.4270, -0.3537, -6.6172], [7.8351, 0.7345, -4.9087], [6.9498, 1.1161, -2.6323], [4.6279, 0.3999, -2.0790], [1.3980, -0.2306, 0.4895], [2.8860, 0.1616, 0.8267], [3.8014, -1.0910, 0.3851], [5.2862, -1.0648, 0.4470], [5.6668, -2.5415, 0.4424], [4.5688, -3.1719, -0.4146], [3.3122, -2.4398, 0.0423], [3.3606, 1.5347, 0.0909], [4.6380, 2.2221, 0.4006], [4.8870, 3.1026, -0.8230], [3.5021, 3.3424, -1.4569], [2.5158, 2.4534, -0.6822], [3.1478, 0.3782, 2.4097], [3.5167, -0.7140, 3.3467], [3.9891, 0.0174, 4.6211], [4.1211, 1.4902, 4.2117], [3.0289, 1.6395, 3.1643], [5.6435, -0.5310, 1.3299], [5.6913, -0.5739, -0.4391], [5.6357, -2.9519, 1.4547], [6.6660, -2.6951, 0.0405], [4.4831, -4.2472, -0.2676], [4.7550, -2.9802, -1.4736], [2.8888, -2.9257, 0.9259], [2.5535, -2.3880, -0.7328], [5.4358, 1.5059, 0.5721], [4.5442, 2.8388, 1.2968], [5.5431, 2.6011, -1.5299], [5.3691, 4.0329, -0.5317], [3.5120, 3.0738, -2.5121], [3.2082, 4.3880, -1.3869], [1.8793, 1.8796, -1.3413], [1.8863, 3.0613, -0.0201], [4.3021, -1.3263, 2.9083], [2.6632, -1.3645, 3.5528], [4.9262, -0.3923, 4.9898], [3.2483, -0.0853, 5.4139], [5.0952, 1.6806, 3.7573], [3.9920, 2.1726, 5.0493], [3.1345, 2.5032, 2.5144], [2.0621, 1.7141, 3.6652]]}